(1)
DFT (wB97M-V/def2-TZVPD) results for a molecular structure, C6H4O.

XYZ file:
```
11
Properties=species:S:1:pos:R:3:forces:R:3:mulliken_charge:R:1
C 3.3338 -0.6477 0.0298 -0.765 -0.007 0.121 -0.657
C 2.0800 -0.6151 0.1369 0.784 -0.438 0.037 -0.125
C 0.7448 -0.3502 0.0730 0.062 -0.440 0.284 0.552
C 0.0447 0.9051 0.2626 0.411 -0.102 -0.293 -0.380
C -1.3865 0.5901 0.1841 0.182 -0.158 -0.475 -0.391
C -1.4399 -0.6760 -0.2481 -0.088 0.129 0.045 -0.203
O -0.1946 -1.2279 -0.3968 0.256 -0.252 0.265 -0.298
H 0.7454 0.7283 -0.8116 -1.647 1.633 0.417 0.176
H 0.4333 1.7680 0.7965 0.291 -0.390 -0.225 0.502
H -2.2299 1.2117 0.4707 0.375 -0.043 -0.319 0.389
H -2.2610 -1.3214 -0.5284 0.137 0.068 0.143 0.435
```
Positions in Å, forces in eV/Å.

Values from the calculation:
DFT total energy: -8327.6147 eV
orbital gap: 0.327 Eh
total charge: 0
largest force on an atom: 2.4 eV Å⁻¹
LUMO level: -0.1 eV


(2)
DFT (wB97M-V/def2-TZVPD) results for 6 unconnected molecules or ions with the total composition C26H39INO12PS.

XYZ file:
```
81
Properties=species:S:1:pos:R:3:forces:R:3:mulliken_charge:R:1
O 3.3108 0.2221 1.7318 0.887 0.262 2.223 -0.391
C 2.8338 -0.1581 0.7535 -0.780 0.933 -2.523 0.097
I 1.8763 -2.1236 0.6132 0.016 0.003 -0.030 -0.044
C 2.7940 0.6751 -0.5668 0.099 -0.920 -0.339 -0.387
C 3.6406 -0.1066 -1.6213 0.375 0.016 -0.247 0.048
C 2.9705 -0.6241 -2.9614 0.853 -1.974 0.817 -0.884
N 3.9828 -0.4797 -4.0611 -0.358 0.540 0.349 -0.363
C 5.2469 -0.5410 -3.2943 -2.158 2.777 0.937 0.233
O 6.1766 -1.2279 -3.4757 1.070 -0.962 -0.421 -0.485
C 4.9742 0.5160 -2.1514 0.907 -0.980 0.130 0.461
P 6.2553 0.7186 -0.8211 0.067 1.340 0.260 0.174
S 6.3702 2.5553 -0.1388 -0.229 -0.277 -0.105 -0.423
H 3.2505 1.6692 -0.4075 -0.419 -0.434 0.252 0.279
H 1.7192 0.7349 -0.8380 0.630 0.092 -0.070 0.395
H 4.0014 -1.0340 -1.1225 -0.375 0.461 -0.141 0.547
H 2.9826 -1.7267 -2.8097 -0.935 0.628 -0.158 0.260
H 1.9471 -0.2816 -3.1837 0.672 0.109 -0.080 0.421
H 3.8824 0.5243 -4.2613 0.441 -0.313 -0.571 0.192
H 4.9013 1.5061 -2.6637 -0.028 -0.775 0.756 -0.251
H 7.5564 0.3637 -1.2690 -0.656 -0.593 -0.136 0.101
H 5.9050 -0.1763 0.2238 0.166 -0.269 -0.556 0.050
O -1.2515 -0.7150 -1.3215 0.015 0.355 0.141 -0.588
C -2.0309 -1.0205 -0.4628 0.333 -0.295 -0.210 0.431
O -2.2329 -0.2858 0.6575 0.050 0.021 -0.271 -0.388
C -3.1431 -0.9774 1.5323 -0.164 -0.098 0.342 -0.110
C -3.9145 -1.9252 0.6369 -0.265 -0.317 -0.042 -0.495
C -2.8843 -2.2685 -0.4291 -0.489 0.224 0.196 -0.349
H -2.5626 -1.5052 2.2918 -0.012 -0.017 -0.050 0.108
H -3.7946 -0.2558 2.0242 0.180 0.141 -0.064 0.219
H -4.3081 -2.7907 1.1670 0.067 0.093 0.106 0.312
H -4.7562 -1.4005 0.1780 0.037 0.006 0.035 0.309
H -2.2608 -3.1155 -0.1363 0.045 0.018 -0.110 0.230
H -3.3462 -2.4507 -1.3966 0.304 -0.097 -0.078 0.319
O -4.1875 -3.0023 3.8487 -0.285 -0.021 0.044 -0.606
C -4.5353 -2.2069 4.6784 0.187 0.014 -0.319 0.421
O -5.8247 -2.0075 5.0284 0.306 -0.249 -0.022 -0.368
C -5.9117 -0.9118 5.9645 -0.207 0.263 -0.052 -0.304
C -4.5317 -0.8133 6.5848 0.152 0.100 0.234 -0.415
C -3.6330 -1.2618 5.4429 -0.166 -0.020 0.520 -0.422
H -6.1872 -0.0027 5.4201 0.111 -0.570 0.111 0.345
H -6.6814 -1.1251 6.7052 -0.081 -0.145 -0.196 0.305
H -4.3012 0.1826 6.9639 -0.077 0.005 -0.063 0.240
H -4.4457 -1.5177 7.4162 0.002 0.042 -0.017 0.298
H -3.3557 -0.4310 4.7910 0.069 -0.078 -0.042 0.249
H -2.7454 -1.7773 5.8029 0.091 0.024 -0.320 0.345
O 5.6785 -5.8893 -8.0488 0.277 0.104 0.195 -0.576
C 5.4241 -4.9657 -7.3298 -0.253 -0.430 -0.204 0.438
O 6.1797 -4.6181 -6.2582 -0.094 -0.076 -0.229 -0.359
C 5.5463 -3.5403 -5.5442 0.055 0.243 0.138 -0.201
C 4.6289 -2.8798 -6.5552 -0.339 0.160 -0.092 -0.273
C 4.2218 -4.0529 -7.4355 0.241 0.542 0.121 -0.443
H 4.9977 -3.9595 -4.6962 0.010 -0.021 -0.028 0.158
H 6.3018 -2.8566 -5.1702 0.096 -0.231 0.007 0.224
H 3.7903 -2.3588 -6.0972 0.112 -0.001 0.081 0.189
H 5.1917 -2.1544 -7.1479 0.000 -0.012 0.062 0.258
H 3.3466 -4.5738 -7.0426 0.010 -0.061 -0.111 0.265
H 4.0540 -3.7484 -8.4660 -0.111 -0.315 -0.029 0.304
O -6.4865 1.8692 5.7814 -0.266 0.296 0.279 -0.629
C -6.7581 2.1676 6.9110 0.029 0.416 -0.419 0.566
O -7.6617 1.4938 7.6638 0.193 -0.021 -0.174 -0.374
C -7.8387 2.1631 8.9240 -0.117 0.052 0.348 -0.432
C -6.5787 2.9854 9.1177 0.169 0.212 0.174 -0.502
C -6.2037 3.3411 7.6863 0.094 -0.220 0.530 -0.450
H -8.7359 2.7836 8.8643 0.022 -0.021 -0.048 0.277
H -7.9740 1.4245 9.7121 -0.078 -0.120 -0.197 0.318
H -6.7243 3.8501 9.7638 -0.069 -0.054 -0.013 0.324
H -5.7951 2.3649 9.5587 -0.054 0.016 0.008 0.262
H -6.6983 4.2534 7.3486 0.081 -0.021 -0.110 0.289
H -5.1269 3.4206 7.5565 -0.089 0.123 -0.290 0.278
O 3.9741 3.0524 -3.0288 -0.155 0.170 -0.560 -0.630
C 3.3729 3.4135 -4.0054 -0.034 0.389 0.416 0.568
O 3.9080 3.4215 -5.2476 -0.014 -0.181 0.265 -0.376
C 2.9762 4.0083 -6.1735 -0.171 0.118 -0.363 -0.455
C 1.6172 3.8584 -5.5168 -0.304 0.038 -0.007 -0.518
C 1.9629 3.9558 -4.0379 -0.220 -0.232 -0.434 -0.365
H 3.2519 5.0540 -6.3271 0.033 -0.031 0.053 0.291
H 3.0332 3.4862 -7.1269 0.229 -0.044 0.098 0.326
H 0.8935 4.6005 -5.8508 0.081 0.002 -0.032 0.328
H 1.2076 2.8690 -5.7333 0.018 0.047 -0.025 0.266
H 1.9734 4.9893 -3.6871 0.023 -0.065 0.128 0.317
H 1.2980 3.3517 -3.4245 0.145 0.164 0.245 0.219
```
Positions in Å, forces in eV/Å.

Values from the calculation:
SMILES: O=C(I)C[C@H]1CNC(=O)[C@@H]1[PH2]=S.O=C1CCCO1.O=C1CCCO1.O=C1CCCO1.O=C1CCCO1.O=C1CCCO1
DFT total energy: -81879.3410 eV
orbital gap: 0.315 Eh
total charge: 0
largest force on an atom: 3.6 eV Å⁻¹
LUMO level: 0.3 eV


(3)
DFT (wB97M-V/def2-TZVPD) results for C3H2IN in the gas phase.

XYZ file:
```
7
Properties=species:S:1:pos:R:3:forces:R:3:mulliken_charge:R:1
C 1.5787 -0.0362 0.0758 -3.307 -1.237 -0.473 0.114
C 0.0571 -0.4895 0.0152 4.633 0.508 -0.564 -0.132
C -0.8073 0.4966 -0.0059 -2.392 -3.294 0.287 -0.479
N 2.6877 0.1910 -0.0971 0.479 0.226 0.239 -0.354
I -2.8636 -0.0692 0.0163 0.535 0.335 -0.223 0.046
H 0.0204 -1.5763 -0.2197 -0.664 1.116 0.461 0.330
H -0.6732 1.4835 0.2154 0.715 2.346 0.274 0.475
```
Positions in Å, forces in eV/Å.

Values from the calculation:
SMILES: N#C/C=C/I
DFT total energy: -12732.2357 eV
orbital gap: 0.360 Eh
total charge: 0
largest force on an atom: 4.7 eV Å⁻¹
LUMO level: -0.1 eV


(4)
DFT (wB97M-V/def2-TZVPD) results for 2 unconnected molecules or ions with the total composition C3H6OS.

XYZ file:
```
11
Properties=species:S:1:pos:R:3:forces:R:3:mulliken_charge:R:1
C 0.7116 1.0155 -0.6647 -2.347 2.151 0.653 -0.689
C -0.3281 0.2346 -0.2777 -1.471 1.340 -1.230 -0.030
C -0.2763 -1.2434 0.0714 3.605 0.626 -0.019 -0.768
O 1.8127 2.3797 2.3070 0.305 0.361 -0.134 -0.305
S 0.8947 1.2972 2.6912 -0.282 -0.341 0.229 0.290
H 0.8646 2.1639 -0.8548 -1.518 -2.236 0.289 0.225
H 1.6619 0.6520 -0.6056 2.500 -1.646 -0.024 0.304
H -1.4364 0.5932 -0.2299 2.232 -0.019 -0.257 0.199
H 0.5207 -1.3057 0.9050 -0.814 -0.520 -1.492 0.155
H -0.0983 -1.9752 -0.7786 0.022 1.073 1.043 0.261
H -1.1489 -1.4853 0.5536 -2.233 -0.789 0.941 0.357
```
Positions in Å, forces in eV/Å.

Values from the calculation:
SMILES: C=CC.O=S
DFT total energy: -16087.3962 eV
orbital gap (alpha / beta): 0.281 / 0.279 Eh
total charge: 0
largest force on an atom: 3.7 eV Å⁻¹
LUMO level (alpha / beta): -1.4 / -1.4 eV


Which of these has the lowest DFT total energy? C26H39INO12PS


What is the formula in the first record? C6H4O


Which formula does entry 2 have? C26H39INO12PS